[1]
{"formula": "C17H14Cl6F24O3", "method": "ωB97M-V/def2-TZVPD", "species": ["C", "C", "C", "F", "F", "F", "F", "O", "C", "C", "F", "F", "F", "F", "H", "H", "H", "H", "C", "C", "C", "F", "F", "F", "F", "O", "C", "C", "F", "F", "F", "F", "H", "H", "H", "H", "C", "C", "C", "F", "F", "F", "F", "O", "C", "C", "F", "F", "F", "F", "H", "H", "H", "H", "C", "Cl", "Cl", "Cl", "H", "C", "Cl", "Cl", "Cl", "H"], "coordinates": [[-0.339, -4.164, -1.458], [0.856, -3.286, -1.186], [1.959, -3.582, -2.164], [2.377, -4.801, -2.259], [1.619, -3.146, -3.369], [0.580, -1.973, -1.245], [1.360, -3.526, 0.059], [-1.293, -4.103, -0.411], [-2.604, -3.565, -0.699], [-3.519, -3.620, 0.565], [-4.782, -3.156, 0.469], [-3.482, -4.813, 1.210], [-2.488, -2.347, -1.228], [-3.078, -4.396, -1.648], [0.031, -5.188, -1.512], [-0.713, -3.989, -2.467], [2.869, -3.019, -1.960], [-3.027, -2.892, 1.209], [4.764, 2.105, -0.458], [4.856, 0.612, -0.069], [3.912, -0.307, -0.835], [3.773, -1.538, -0.335], [2.674, 0.188, -0.964], [6.117, 0.217, -0.147], [4.551, 0.498, 1.232], [4.888, 2.328, -1.899], [4.334, 3.545, -2.470], [4.842, 3.836, -3.929], [4.907, 2.769, -4.718], [4.136, 4.824, -4.563], [3.034, 3.344, -2.547], [4.603, 4.679, -1.755], [5.455, 2.748, 0.088], [3.756, 2.392, -0.157], [4.237, -0.467, -1.863], [5.881, 4.160, -3.861], [-3.588, 1.562, 2.643], [-3.567, 2.726, 1.699], [-2.281, 3.587, 1.789], [-2.150, 4.135, 2.984], [-1.139, 2.904, 1.632], [-3.417, 2.175, 0.501], [-4.673, 3.472, 1.671], [-4.715, 0.737, 2.350], [-4.974, -0.339, 3.296], [-6.345, -0.921, 3.038], [-6.480, -1.338, 1.793], [-6.685, -1.953, 3.836], [-4.091, -1.271, 3.215], [-4.837, 0.200, 4.491], [-3.544, 1.940, 3.664], [-2.672, 0.990, 2.495], [-2.263, 4.375, 1.035], [-7.065, -0.114, 3.178], [1.446, -0.304, 2.186], [1.762, 1.308, 1.516], [-0.291, -0.468, 2.390], [2.372, -0.383, 3.697], [1.776, -1.125, 1.550], [0.168, 1.556, -1.830], [0.677, 0.711, -3.280], [-1.021, 0.612, -0.981], [-0.479, 3.217, -2.042], [1.033, 1.641, -1.173]], "homo_lumo_gap_ev": [9.789, 3.199], "spin_multiplicity": 2, "s_squared": 0.755, "e_lumo_ev": [-4.101, -10.666], "total_charge": 1}


[2]
{"formula": "C4H5N2O2", "method": "ωB97M-V/def2-TZVPD", "species": ["O", "N", "N", "C", "C", "C", "C", "O", "H", "H", "H", "H", "H"], "coordinates": [[3.193, 0.513, 0.030], [2.139, 0.789, 0.439], [1.002, 0.515, -0.169], [-0.092, 1.200, -0.227], [-1.291, 0.420, 0.068], [-0.773, -1.021, 0.145], [0.543, -1.029, -0.376], [1.280, -1.832, -0.775], [-0.113, 2.251, -0.433], [-1.714, 0.664, 1.089], [-2.126, 0.568, -0.574], [-1.526, -1.636, -0.386], [-0.522, -1.404, 1.171]], "smiles": "O=N[N+]1=CCCC1=O", "homo_lumo_gap_ev": 8.372, "e_lumo_ev": -6.632, "total_charge": 1}


[3]
{"formula": "C41H57KN9O3SeSi", "method": "ωB97M-V/def2-TZVPD", "species": ["K", "C", "C", "C", "C", "C", "C", "N", "N", "Si", "C", "C", "C", "H", "H", "H", "H", "H", "H", "H", "H", "H", "H", "H", "H", "H", "H", "H", "C", "C", "N", "O", "C", "C", "N", "O", "H", "H", "H", "H", "H", "H", "H", "C", "C", "C", "C", "C", "N", "C", "O", "N", "C", "C", "C", "C", "N", "C", "C", "C", "H", "H", "H", "H", "H", "H", "H", "H", "H", "H", "H", "H", "H", "C", "C", "C", "C", "N", "C", "Se", "N", "C", "C", "C", "C", "C", "C", "C", "C", "C", "C", "H", "H", "H", "H", "H", "H", "H", "H", "H", "H", "H", "H", "H", "H", "H", "H", "H", "H", "H", "H", "H", "H"], "coordinates": [[-0.019, -0.374, -1.885], [1.326, 1.034, 2.205], [0.210, -0.018, 2.223], [-0.160, -0.620, 3.464], [-1.137, -1.603, 3.435], [-1.692, -1.893, 2.179], [-1.382, -1.183, 1.000], [-0.375, -0.263, 1.062], [-2.008, -1.394, -0.160], [-3.206, -2.537, -0.579], [-4.969, -1.986, -0.139], [-3.140, -2.678, -2.443], [-2.962, -4.321, 0.024], [2.286, 0.501, 2.046], [1.438, 1.650, 3.074], [1.201, 1.709, 1.377], [0.292, -0.292, 4.383], [-1.483, -2.006, 4.388], [-2.277, -2.792, 2.126], [-5.230, -0.955, -0.524], [-5.020, -2.146, 0.965], [-5.750, -2.625, -0.579], [-3.460, -1.771, -2.961], [-3.872, -3.375, -2.868], [-2.152, -3.003, -2.788], [-3.620, -4.972, -0.504], [-3.108, -4.494, 1.051], [-1.948, -4.663, -0.091], [4.014, 3.416, 0.642], [4.067, 1.989, 0.077], [4.482, 0.975, 0.742], [4.809, 1.297, 2.140], [3.477, 1.812, -1.325], [4.004, 2.716, -2.379], [2.599, 0.887, -1.615], [2.213, 1.033, -2.908], [4.877, 3.633, 1.190], [3.069, 3.466, 1.300], [3.610, 4.238, -0.102], [5.075, 0.402, 2.451], [3.277, 3.377, -2.845], [4.286, 1.954, -3.146], [4.969, 3.243, -2.173], [5.320, -2.941, 2.803], [3.988, -3.515, 2.393], [3.903, -4.836, 2.292], [2.751, -5.524, 1.934], [1.632, -4.771, 1.551], [0.440, -5.445, 1.085], [0.395, -6.318, 0.029], [-0.447, -7.184, -0.098], [1.441, -6.195, -0.874], [1.933, -4.907, -1.320], [3.256, -4.507, -1.193], [3.610, -3.160, -1.414], [2.570, -2.241, -1.606], [1.309, -2.638, -1.724], [0.990, -3.935, -1.586], [1.739, -3.350, 1.609], [2.898, -2.758, 2.109], [5.656, -3.200, 3.828], [5.282, -1.796, 2.826], [6.109, -3.304, 2.090], [4.757, -5.419, 2.713], [2.642, -6.568, 1.704], [-0.253, -5.495, 1.837], [1.281, -6.910, -1.586], [4.044, -5.285, -1.043], [4.663, -2.871, -1.341], [2.834, -1.205, -1.756], [-0.032, -4.254, -1.721], [0.967, -2.711, 1.272], [2.967, -1.689, 2.332], [-4.811, 4.262, 0.293], [-5.481, 3.172, 1.171], [-5.298, 1.797, 0.541], [-3.919, 1.197, 0.670], [-2.831, 1.997, 0.205], [-2.499, 2.238, -1.117], [-3.260, 1.664, -2.722], [-1.435, 3.093, -1.170], [-0.748, 3.454, -2.384], [-1.269, 4.751, -3.043], [-0.831, 4.707, -4.523], [0.684, 4.374, -4.722], [-0.976, 3.360, 0.093], [0.029, 4.297, 0.489], [0.148, 4.394, 1.891], [-0.665, 3.695, 2.795], [-1.682, 2.899, 2.281], [-1.868, 2.671, 0.934], [-5.424, 5.144, 0.382], [-4.725, 3.984, -0.823], [-3.798, 4.486, 0.656], [-6.545, 3.458, 1.253], [-4.984, 3.122, 2.147], [-5.439, 1.777, -0.550], [-6.020, 1.113, 1.022], [-3.779, 0.365, 0.011], [-3.630, 0.757, 1.643], [-0.768, 2.590, -3.066], [0.335, 3.532, -2.037], [-0.728, 5.519, -2.513], [-2.363, 5.004, -2.933], [-1.068, 5.586, -5.185], [-1.394, 3.880, -4.897], [1.156, 5.278, -4.426], [1.083, 4.261, -5.757], [1.119, 3.538, -4.133], [0.522, 4.934, -0.243], [0.763, 5.198, 2.279], [-0.503, 3.578, 3.844], [-2.345, 2.438, 2.971]], "homo_lumo_gap_ev": 6.546, "e_lumo_ev": 2.348, "total_charge": -1}


[4]
{"formula": "C15H48O15", "method": "ωB97M-V/def2-TZVPD", "species": ["C", "C", "O", "O", "H", "H", "H", "H", "H", "H", "C", "C", "O", "O", "H", "H", "H", "H", "H", "H", "C", "C", "O", "O", "H", "H", "H", "H", "H", "H", "C", "C", "O", "O", "H", "H", "H", "H", "H", "H", "C", "C", "O", "O", "H", "H", "H", "H", "H", "H", "C", "C", "O", "O", "H", "H", "H", "H", "H", "H", "C", "O", "H", "H", "H", "H", "C", "O", "H", "H", "H", "H", "C", "O", "H", "H", "H", "H"], "coordinates": [[8.292, 5.677, 20.971], [6.959, 5.799, 20.114], [6.094, 4.756, 20.536], [9.115, 4.576, 20.550], [8.021, 5.485, 22.009], [8.893, 6.583, 21.052], [7.146, 5.831, 19.040], [6.490, 6.731, 20.431], [6.440, 3.934, 20.181], [9.748, 4.829, 19.874], [2.604, 5.134, 28.052], [3.973, 4.605, 27.780], [4.472, 5.330, 26.700], [1.701, 4.848, 26.951], [2.671, 6.215, 28.176], [2.160, 4.619, 28.904], [3.903, 3.528, 27.631], [4.650, 4.802, 28.611], [5.132, 4.795, 26.254], [2.232, 5.274, 26.274], [7.028, 1.777, 23.925], [6.588, 3.276, 23.957], [6.158, 3.608, 25.303], [8.254, 1.583, 24.640], [7.220, 1.420, 22.913], [6.299, 1.067, 24.314], [5.913, 3.576, 23.155], [7.488, 3.850, 23.734], [6.831, 3.302, 25.915], [9.006, 1.993, 24.206], [2.850, 0.963, 23.454], [3.333, 0.889, 24.933], [2.328, 0.359, 25.760], [1.831, 1.934, 23.385], [2.506, -0.041, 23.205], [3.667, 1.231, 22.784], [3.670, 1.849, 25.324], [4.148, 0.168, 24.993], [1.871, 1.116, 26.133], [0.995, 1.463, 23.362], [7.974, 6.896, 27.366], [8.642, 6.178, 26.174], [9.328, 7.010, 25.234], [8.935, 7.227, 28.377], [7.272, 6.217, 27.850], [7.475, 7.788, 26.987], [7.940, 5.685, 25.501], [9.276, 5.395, 26.590], [10.122, 7.393, 25.616], [9.335, 8.029, 28.033], [7.035, 1.866, 28.653], [6.528, 0.808, 27.708], [7.477, 0.103, 26.967], [7.614, 2.939, 27.867], [7.776, 1.324, 29.241], [6.283, 2.335, 29.287], [5.763, 1.241, 27.063], [6.154, 0.039, 28.383], [7.801, 0.686, 26.277], [7.991, 3.580, 28.474], [9.444, -1.461, 23.406], [10.393, -2.561, 23.362], [9.013, -1.390, 22.407], [8.639, -1.635, 24.120], [9.919, -0.504, 23.621], [10.091, -3.341, 23.833], [4.859, -2.727, 22.852], [5.454, -1.515, 23.288], [4.163, -2.455, 22.059], [5.671, -3.278, 22.377], [4.397, -3.218, 23.708], [5.815, -1.662, 24.166], [11.187, 3.385, 22.878], [9.802, 3.175, 22.882], [11.379, 4.218, 23.554], [11.709, 2.518, 23.282], [11.629, 3.607, 21.907], [9.418, 3.503, 22.066]], "homo_lumo_gap_ev": [8.918, 2.580], "spin_multiplicity": 2, "s_squared": 0.755, "e_lumo_ev": [-2.976, -9.314], "total_charge": 1}